[1]
72
Properties=species:S:1:pos:R:3 method="wB97M-V/def2-TZVPD" e_lumo_ev=0.1991 e_above_lowest_kcal_mol=0.0 orbital_gap_ev=8.6 e_tot_ha=-1692.48394
C 1.816 -3.401 0.849
O 2.880 -2.502 1.065
C 4.145 -3.119 1.256
C 5.020 -3.113 -0.005
C 4.932 -1.830 -0.830
C 5.770 -0.686 -0.266
C 5.868 0.515 -1.217
C 5.808 1.887 -0.548
C 4.529 2.190 0.228
C 3.305 2.344 -0.670
C 2.080 2.922 0.043
C 1.205 1.885 0.753
C -0.208 2.442 0.956
P -1.235 1.571 2.189
O -0.579 0.028 1.921
I -2.150 3.952 3.127
C -2.942 1.095 1.726
C -3.436 -0.204 2.395
C -3.756 -1.364 1.436
C -4.524 -0.997 0.166
C -5.882 -0.365 0.464
C -6.695 0.147 -0.741
C -5.898 0.759 -1.900
C -5.364 -0.254 -2.920
O -4.195 0.214 -3.572
C -2.995 -0.479 -3.306
H 1.857 -3.850 -0.152
H 1.817 -4.208 1.593
H 0.887 -2.837 0.951
H 3.994 -4.155 1.584
H 4.643 -2.589 2.074
H 6.057 -3.245 0.328
H 4.787 -3.983 -0.627
H 3.887 -1.507 -0.880
H 5.244 -2.044 -1.858
H 5.355 -0.377 0.700
H 6.777 -1.064 -0.050
H 5.087 0.447 -1.985
H 6.817 0.455 -1.760
H 6.678 2.008 0.108
H 5.910 2.650 -1.331
H 4.339 1.419 0.984
H 4.677 3.126 0.780
H 3.565 2.994 -1.513
H 3.045 1.370 -1.105
H 1.465 3.474 -0.676
H 2.414 3.661 0.781
H 1.175 0.958 0.172
H 1.631 1.612 1.723
H -0.167 3.495 1.222
H -0.794 2.379 0.028
H -0.778 1.483 3.497
H -0.789 -0.330 1.047
H -3.618 1.921 1.917
H -2.864 0.997 0.635
H -2.690 -0.565 3.105
H -4.323 0.040 2.983
H -2.824 -1.875 1.165
H -4.348 -2.099 1.992
H -3.928 -0.322 -0.455
H -4.656 -1.908 -0.429
H -6.478 -1.105 1.011
H -5.740 0.471 1.158
H -7.375 0.919 -0.372
H -7.343 -0.650 -1.125
H -6.550 1.461 -2.428
H -5.058 1.357 -1.529
H -6.119 -0.422 -3.697
H -5.174 -1.225 -2.450
H -2.186 0.249 -3.201
H -3.059 -1.064 -2.383
H -2.747 -1.159 -4.129

=====

[2]
75
Properties=species:S:1:pos:R:3 method="wB97M-V/def2-TZVPD" charge=+3 e_lumo_ev="-11.6811 / -11.6807" orbital_gap_ev="5.6 / 5.6" e_tot_ha=-2340.00914
Pb 0.175 -0.729 -0.616
P 1.380 1.258 -1.973
P -2.290 -1.672 0.038
N -1.620 0.328 -2.485
C 0.047 2.180 -2.863
H 0.175 3.245 -2.610
H 0.259 2.051 -3.936
C -1.418 1.789 -2.602
H -1.779 2.241 -1.672
H -2.053 2.200 -3.408
C -3.029 -0.152 -2.321
H -3.156 -1.032 -2.967
H -3.736 0.619 -2.671
C -3.392 -0.501 -0.870
H -4.397 -0.948 -0.847
H -3.408 0.423 -0.273
C -2.661 -1.966 1.836
C -1.859 -0.983 2.706
H -2.194 0.055 2.600
H -0.794 -1.011 2.438
H -1.917 -1.265 3.766
C -2.340 -3.282 -0.845
C -1.184 -4.236 -0.472
H -0.862 -4.755 -1.384
H -1.495 -5.002 0.252
H -0.298 -3.717 -0.079
C 2.541 0.452 -3.168
C 3.799 -0.162 -2.530
H 4.233 -0.867 -3.253
H 3.568 -0.736 -1.624
H 4.575 0.580 -2.295
C 2.348 2.343 -0.842
C 3.210 1.563 0.164
H 3.476 2.228 0.999
H 4.144 1.210 -0.292
H 2.699 0.693 0.603
C 2.037 -1.669 1.342
C -3.739 -3.902 -0.707
H -4.386 -3.364 0.001
H -4.240 -3.880 -1.683
H -3.676 -4.951 -0.387
C 2.856 1.343 -4.376
H 3.914 1.245 -4.657
H 2.234 1.012 -5.216
H 2.645 2.409 -4.212
C 3.169 3.372 -1.614
H 3.654 4.045 -0.894
H 3.956 2.896 -2.214
H 2.545 3.989 -2.273
C -2.391 -3.380 2.371
H -1.339 -3.674 2.257
H -2.611 -3.388 3.448
H -3.025 -4.140 1.905
H -3.740 -1.746 1.921
H 1.566 2.870 -0.263
H -2.180 -2.979 -1.896
H 1.932 -0.396 -3.529
O 2.683 -2.601 1.443
H -1.203 -0.132 -3.304
H 0.279 -1.847 -2.213
S -0.595 1.756 0.819
C 0.071 1.805 2.408
N 1.010 0.934 2.810
C 1.599 0.906 4.134
C 0.596 1.441 5.137
C 0.122 2.801 4.692
N -0.351 2.720 3.308
H 1.365 0.285 2.114
H 2.510 1.523 4.132
H 1.876 -0.127 4.351
H 1.094 1.524 6.111
H -0.248 0.754 5.229
H 0.941 3.523 4.736
H -0.701 3.157 5.326
H -0.977 3.430 2.942

=====

[3]
95
Properties=species:S:1:pos:R:3 method="wB97M-V/def2-TZVPD" charge=-1 e_lumo_ev=1.6176 e_above_lowest_kcal_mol=0.0 orbital_gap_ev=7.0 e_tot_ha=-2832.17940
C 14.396 22.396 -5.266
C 14.664 21.616 -4.003
O 15.621 21.796 -3.330
N 13.578 20.688 -3.528
H 13.987 19.933 -2.965
H 12.901 21.206 -2.942
C 12.785 20.087 -4.670
H 15.043 23.252 -5.441
H 13.343 22.640 -5.360
H 14.781 21.757 -6.072
H 12.115 19.367 -4.213
H 13.471 19.582 -5.342
H 12.261 20.918 -5.123
C 11.577 23.074 3.898
C 11.535 21.599 3.682
O 11.589 20.791 4.540
N 11.347 21.160 2.257
H 10.522 20.604 2.020
H 11.157 21.999 1.691
C 12.555 20.376 1.757
H 11.855 23.309 4.922
H 10.563 23.413 3.673
H 12.356 23.540 3.289
H 12.561 20.657 0.708
H 12.295 19.334 1.922
H 13.481 20.610 2.268
C 11.615 17.855 -0.802
C 11.309 17.392 -2.164
O 10.493 17.787 -2.915
N 12.348 16.447 -2.732
H 12.866 15.852 -2.055
H 11.780 15.725 -3.186
C 13.161 17.138 -3.802
H 11.896 16.952 -0.244
H 10.787 18.369 -0.330
H 12.544 18.432 -0.901
H 13.540 18.065 -3.383
H 12.474 17.305 -4.627
H 13.946 16.466 -4.133
C 16.232 16.433 3.241
C 15.765 17.626 2.450
O 14.751 18.226 2.549
N 16.776 18.127 1.489
H 17.142 17.364 0.914
H 16.214 18.673 0.788
C 17.884 18.942 2.068
H 16.460 16.848 4.228
H 17.138 16.011 2.819
H 15.405 15.730 3.314
H 17.450 19.864 2.446
H 18.463 19.253 1.201
H 18.407 18.371 2.829
C 17.611 20.267 -2.362
C 18.875 19.505 -2.559
O 19.623 19.246 -1.683
N 19.333 19.216 -3.971
H 18.995 19.999 -4.539
H 20.350 19.201 -4.028
C 18.841 17.846 -4.377
H 17.341 20.038 -1.333
H 16.751 19.939 -2.949
H 17.892 21.324 -2.418
H 17.902 17.478 -3.962
H 19.571 17.199 -3.884
H 18.922 17.666 -5.443
O 10.606 20.342 -0.776
C 10.146 21.276 -1.682
O 11.031 21.674 -2.502
O 8.938 21.593 -1.754
H 11.507 20.327 -1.192
O 15.377 15.861 0.204
C 14.374 14.943 0.312
O 14.395 14.112 1.229
O 13.533 14.935 -0.644
H 15.077 16.404 -0.558
O 14.574 23.151 -1.320
C 14.009 22.680 -0.172
O 14.729 21.939 0.571
O 12.866 23.039 0.153
H 15.454 22.707 -1.267
O 17.305 21.507 0.895
C 18.034 22.085 -0.139
O 17.359 22.752 -0.972
O 19.267 21.867 -0.190
H 16.350 21.685 0.743
O 15.312 19.715 -0.098
C 14.417 19.214 -1.001
O 14.734 18.128 -1.526
O 13.412 19.881 -1.312
H 14.793 20.472 0.302
O 16.213 17.660 -3.960
C 15.907 18.405 -5.063
O 15.225 19.474 -4.829
O 16.221 18.006 -6.200
H 15.751 18.147 -3.259

=====

Please write out number 1 again, unchanged.
72
Properties=species:S:1:pos:R:3 method="wB97M-V/def2-TZVPD" e_lumo_ev=0.1991 e_above_lowest_kcal_mol=0.0 orbital_gap_ev=8.6 e_tot_ha=-1692.48394
C 1.816 -3.401 0.849
O 2.880 -2.502 1.065
C 4.145 -3.119 1.256
C 5.020 -3.113 -0.005
C 4.932 -1.830 -0.830
C 5.770 -0.686 -0.266
C 5.868 0.515 -1.217
C 5.808 1.887 -0.548
C 4.529 2.190 0.228
C 3.305 2.344 -0.670
C 2.080 2.922 0.043
C 1.205 1.885 0.753
C -0.208 2.442 0.956
P -1.235 1.571 2.189
O -0.579 0.028 1.921
I -2.150 3.952 3.127
C -2.942 1.095 1.726
C -3.436 -0.204 2.395
C -3.756 -1.364 1.436
C -4.524 -0.997 0.166
C -5.882 -0.365 0.464
C -6.695 0.147 -0.741
C -5.898 0.759 -1.900
C -5.364 -0.254 -2.920
O -4.195 0.214 -3.572
C -2.995 -0.479 -3.306
H 1.857 -3.850 -0.152
H 1.817 -4.208 1.593
H 0.887 -2.837 0.951
H 3.994 -4.155 1.584
H 4.643 -2.589 2.074
H 6.057 -3.245 0.328
H 4.787 -3.983 -0.627
H 3.887 -1.507 -0.880
H 5.244 -2.044 -1.858
H 5.355 -0.377 0.700
H 6.777 -1.064 -0.050
H 5.087 0.447 -1.985
H 6.817 0.455 -1.760
H 6.678 2.008 0.108
H 5.910 2.650 -1.331
H 4.339 1.419 0.984
H 4.677 3.126 0.780
H 3.565 2.994 -1.513
H 3.045 1.370 -1.105
H 1.465 3.474 -0.676
H 2.414 3.661 0.781
H 1.175 0.958 0.172
H 1.631 1.612 1.723
H -0.167 3.495 1.222
H -0.794 2.379 0.028
H -0.778 1.483 3.497
H -0.789 -0.330 1.047
H -3.618 1.921 1.917
H -2.864 0.997 0.635
H -2.690 -0.565 3.105
H -4.323 0.040 2.983
H -2.824 -1.875 1.165
H -4.348 -2.099 1.992
H -3.928 -0.322 -0.455
H -4.656 -1.908 -0.429
H -6.478 -1.105 1.011
H -5.740 0.471 1.158
H -7.375 0.919 -0.372
H -7.343 -0.650 -1.125
H -6.550 1.461 -2.428
H -5.058 1.357 -1.529
H -6.119 -0.422 -3.697
H -5.174 -1.225 -2.450
H -2.186 0.249 -3.201
H -3.059 -1.064 -2.383
H -2.747 -1.159 -4.129